# 1
ORCA calculation (ωB97M-V/def2-TZVPD) on C34H41N7O2S2TeTi as an isolated structure.

The orbital gap comes out at 0.2153 Eh. As for the HOMO energy: -0.4582 Eh. Its electronic energy is -3767.42554 Eh. The total charge is +2. The energy above the lowest of the compared OMol25 structures with the same formula, charge and spin is 0.0 kcal per mole. The LUMO energy is -0.24297 Eh.

Element x y z (Å)
Ti1 0.1183 0.1962 -0.1112
C1 -2.6537 5.4022 -2.5192
C2 -1.3862 5.3836 -1.6825
N1 -0.5552 4.2109 -1.9727
C3 -0.6283 3.0658 -1.3063
S1 0.3773 1.7485 -1.9048
N2 -1.4330 2.9390 -0.2836
N3 -1.3391 1.7236 0.3183
C4 -2.1521 1.5283 1.3077
C5 -3.1347 2.5630 1.7287
C6 -1.9991 0.2439 2.0186
C7 -2.7185 -0.0984 3.1534
C8 -2.4181 -1.2818 3.8146
C9 -1.3995 -2.0888 3.3376
C10 -0.7332 -1.6952 2.1915
N4 -1.0353 -0.5706 1.5389
H1 -3.2645 6.2650 -2.2566
H2 -2.4249 5.4675 -3.5831
H3 -3.2430 4.5017 -2.3450
H4 -0.7711 6.2632 -1.8682
H5 -1.6157 5.3590 -0.6195
H6 0.0292 4.2294 -2.7933
H7 -3.9150 2.6564 0.9693
H8 -3.5982 2.3410 2.6827
H9 -2.6408 3.5326 1.7807
H10 -3.5012 0.5434 3.5246
H11 -2.9708 -1.5596 4.7020
H12 -1.1210 -3.0078 3.8324
H13 0.0650 -2.3006 1.7799
C11 8.1955 -0.5900 -2.0708
O1 6.8117 -0.3195 -1.8165
C12 6.2480 0.7033 -2.5315
C13 6.5140 0.9590 -3.8683
C14 5.8597 1.9952 -4.5163
C15 4.9417 2.7810 -3.8339
C16 4.6734 2.5306 -2.4980
C17 5.3199 1.4892 -1.8439
N5 5.0591 1.1613 -0.4964
C18 3.7728 1.1195 -0.0368
C19 3.5794 0.8093 1.3959
C20 4.6404 0.5863 2.2726
C21 4.4087 0.3299 3.6148
C22 3.1138 0.2996 4.1137
C23 2.0359 0.5046 3.2659
C24 2.2886 0.7463 1.9279
O2 1.2534 0.8562 1.0485
H14 8.3385 -1.0382 -3.0535
H15 8.5087 -1.2992 -1.3101
H16 8.7802 0.3270 -1.9912
H17 7.2261 0.3464 -4.4031
H18 6.0735 2.1925 -5.5575
H19 4.4495 3.6019 -4.3365
H20 3.9900 3.1698 -1.9529
H21 5.6720 0.4265 -0.1615
H22 3.1346 1.9114 -0.4134
H23 5.6605 0.6569 1.9206
H24 5.2465 0.1766 4.2806
H25 2.9420 0.1208 5.1663
H26 1.0166 0.4842 3.6288
C25 -2.4068 -0.6903 -1.4837
C26 -3.3354 -1.6253 -2.3032
N6 -2.5746 -2.7051 -2.9097
C27 -1.5142 -2.1318 -3.7231
C28 -0.4962 -1.3919 -2.8284
N7 -1.0203 -1.2697 -1.4216
C29 -1.1441 -2.6651 -0.8958
C30 -1.9751 -3.5340 -1.8752
H27 -2.7684 -0.5866 -0.4606
H28 -2.3273 0.3042 -1.9255
H29 -3.8366 -1.0623 -3.0900
H30 -4.1069 -2.0563 -1.6645
H31 -1.9608 -1.4519 -4.4487
H32 -1.0182 -2.9272 -4.2791
H33 -0.2873 -0.3943 -3.2042
H34 0.4454 -1.9351 -2.7618
H35 -1.6409 -2.6113 0.0704
H36 -0.1349 -3.0605 -0.7492
H37 -2.7628 -4.0571 -1.3329
H38 -1.3506 -4.2872 -2.3550
Te1 2.6243 -0.6221 -1.3060
C31 3.4459 -2.0706 -0.0680
C32 4.6916 -2.6018 -0.2644
C33 5.0590 -3.5103 0.7657
C34 4.0960 -3.6538 1.7150
S2 2.7350 -2.6783 1.3669
H39 5.3207 -2.3547 -1.1087
H40 5.9994 -4.0404 0.7915
H41 4.1149 -4.2833 2.5897

Okay, here come the Löwdin numbers, in e, for every atom: 0.73, -0.07, -0.21, 0.01, -0.70, 0.71, 0.04, -0.07, -0.23, 0.01, -0.19, 0.04, 0.01, 0.00, -0.11, 0.01, 0.08, 0.08, 0.07, 0.12, 0.11, 0.13, 0.11, 0.07, 0.10, 0.12, 0.13, 0.13, 0.07, -0.04, -0.13, -0.23, 0.01, -0.06, -0.07, -0.02, -0.21, 0.04, -0.31, -0.18, 0.00, -0.04, -0.04, 0.00, -0.30, -0.27, 0.09, 0.10, 0.11, 0.12, 0.12, 0.11, 0.12, 0.13, 0.08, 0.12, 0.12, 0.12, 0.12, -0.13, -0.13, -0.15, -0.13, -0.19, -0.25, -0.13, -0.13, 0.10, 0.11, 0.13, 0.13, 0.13, 0.13, 0.06, 0.07, 0.10, 0.12, 0.13, 0.13, 1.39, -0.90, -0.22, -0.16, -0.37, 0.97, 0.10, 0.12, 0.08

---

# 2
ORCA calculation (ωB97M-V/def2-TZVPD) on C34H42BrMnN5O2Se2Si as an isolated structure.

As for the spin multiplicity: 5. The orbital gap (spin up / spin down) comes out at 0.2306 / 0.2804 Eh. As for the HOMO energy (spin up / spin down): -0.3733 / -0.3839 Eh. Its electronic energy is -10562.41068 Eh. As for the expectation value of S²: 6.1509. The total charge is +1. The energy above the lowest of the compared OMol25 structures with the same formula, charge and spin is 18.8 kcal per mole. The LUMO energy (spin up / spin down) is -0.14267 / -0.10343 Eh.

Element x y z (Å)
Mn1 -0.2697 -0.3322 0.0952
Br1 -2.3549 1.0859 3.2544
C1 -0.5965 0.4362 3.5465
C2 -0.1497 0.3174 4.8510
C3 1.1714 -0.0478 5.0533
C4 1.9789 -0.2680 3.9502
C5 1.4226 -0.1618 2.6905
N1 0.1427 0.1784 2.4787
C6 2.2527 -0.4178 1.4422
O1 3.4511 -0.5340 1.5236
O2 1.5474 -0.4696 0.3592
H1 -0.8187 0.5161 5.6750
H2 1.5671 -0.1444 6.0552
H3 3.0271 -0.5183 4.0316
C7 0.2271 -0.8888 -4.3662
C8 0.1493 0.4092 -4.8447
C9 0.1686 1.4600 -3.9436
C10 0.2718 1.1828 -2.5855
N2 0.2846 -0.0730 -2.1305
C11 0.2728 -1.0796 -2.9962
C12 0.3651 2.2485 -1.5623
C13 0.7439 3.5466 -1.8830
C14 0.7814 4.5095 -0.8903
C15 0.4410 4.1537 0.4048
C16 0.0973 2.8376 0.6503
N3 0.0659 1.9071 -0.2993
H4 0.2426 -1.7342 -5.0389
H5 0.0799 0.6022 -5.9068
H6 0.0860 2.4788 -4.2937
H7 0.2943 -2.0727 -2.5634
H8 1.0189 3.7988 -2.8964
H9 1.0745 5.5240 -1.1250
H10 0.4424 4.8758 1.2082
H11 -0.1790 2.5153 1.6459
C17 -6.1855 -3.1321 2.1457
C18 -5.1766 -1.9859 2.1318
C19 -3.9154 -2.2878 1.3235
C20 -4.1210 -2.3673 -0.1901
N4 -4.7571 -1.1700 -0.7284
C21 -4.1966 0.0506 -0.8116
Se1 -2.4334 0.6068 -0.5375
N5 -5.1335 0.9285 -1.2396
C22 -4.9292 2.3522 -1.4934
C23 -4.8777 3.1903 -0.2142
C24 -6.1398 3.1050 0.6452
C25 -7.3325 3.8553 0.0574
C26 -6.3201 0.2453 -1.4636
C27 -7.5615 0.6692 -1.9187
C28 -8.5494 -0.2897 -2.0430
C29 -8.3082 -1.6293 -1.7282
C30 -7.0727 -2.0528 -1.2758
C31 -6.0814 -1.0904 -1.1397
H12 -7.0322 -2.8902 2.7879
H13 -5.7232 -4.0460 2.5227
H14 -6.5790 -3.3351 1.1494
H15 -4.8710 -1.7668 3.1569
H16 -5.6531 -1.0771 1.7478
H17 -3.4801 -3.2353 1.6502
H18 -3.1674 -1.5200 1.5156
H19 -4.7513 -3.2130 -0.4588
H20 -3.1512 -2.4946 -0.6735
H21 -5.7467 2.6795 -2.1330
H22 -3.9946 2.4608 -2.0456
H23 -4.7028 4.2288 -0.5075
H24 -4.0184 2.8636 0.3711
H25 -5.9056 3.5264 1.6248
H26 -6.4030 2.0552 0.8099
H27 -7.0735 4.8985 -0.1313
H28 -8.1743 3.8393 0.7494
H29 -7.6718 3.4147 -0.8814
H30 -7.7562 1.7021 -2.1706
H31 -9.5274 0.0021 -2.4006
H32 -9.1034 -2.3530 -1.8439
H33 -6.8921 -3.0942 -1.0499
C32 -0.5543 -5.4361 1.9863
Si1 -0.2870 -4.8054 0.2375
C33 -1.6152 -5.4570 -0.9265
C34 1.4799 -4.9461 -0.3841
Se2 -0.7343 -2.4695 0.4088
H34 -0.5696 -6.5284 1.9959
H35 -1.5027 -5.0717 2.3825
H36 0.2429 -5.0960 2.6476
H37 -1.4998 -6.5377 -1.0419
H38 -1.5547 -4.9970 -1.9129
H39 -2.6074 -5.2619 -0.5170
H40 1.8085 -5.9879 -0.4132
H41 2.1460 -4.3926 0.2781
H42 1.5793 -4.5282 -1.3862

Okay, here come the Löwdin numbers, in e, for every atom: 0.26, 0.78, -0.71, -0.09, -0.02, 0.02, -0.17, 0.04, -0.56, 0.11, -0.19, 0.11, 0.12, 0.13, -0.03, -0.03, 0.01, -0.23, 0.04, -0.10, -0.21, 0.01, -0.03, -0.02, -0.11, -0.01, 0.11, 0.12, 0.11, 0.10, 0.12, 0.12, 0.12, 0.09, -0.09, -0.24, -0.24, -0.15, 0.00, -0.53, 0.85, -0.01, -0.15, -0.19, -0.25, -0.09, -0.14, 0.00, -0.06, -0.06, 0.00, -0.14, 0.08, 0.08, 0.05, 0.11, 0.10, 0.10, 0.02, 0.12, 0.05, 0.12, 0.10, 0.12, 0.07, 0.11, 0.10, 0.08, 0.08, 0.05, 0.10, 0.11, 0.11, 0.11, -0.21, 0.31, -0.21, -0.21, 0.55, 0.04, 0.02, 0.04, 0.04, 0.03, 0.02, 0.04, 0.03, 0.03